{"formula": "C51H96N4O19", "method": "the ωB97M-V functional and the def2-TZVPD basis", "species": ["H", "H", "O", "C", "H", "C", "H", "H", "O", "H", "C", "C", "C", "H", "H", "H", "H", "C", "C", "C", "H", "H", "H", "H", "H", "H", "H", "H", "O", "C", "H", "O", "H", "H", "H", "H", "H", "O", "H", "O", "H", "H", "O", "C", "H", "H", "H", "C", "H", "H", "H", "C", "C", "H", "H", "C", "H", "H", "C", "H", "C", "H", "H", "H", "C", "C", "H", "C", "C", "H", "N", "C", "C", "O", "H", "H", "H", "H", "C", "H", "H", "O", "O", "H", "H", "C", "H", "H", "C", "H", "O", "C", "C", "C", "H", "O", "H", "C", "H", "N", "C", "C", "H", "H", "H", "H", "H", "H", "C", "C", "H", "O", "C", "H", "H", "O", "H", "C", "H", "O", "H", "O", "H", "C", "H", "O", "H", "H", "H", "H", "H", "O", "H", "C", "C", "H", "H", "H", "C", "H", "N", "C", "C", "C", "C", "C", "N", "C", "H", "H", "H", "H", "C", "H", "H", "C", "C", "H", "H", "H", "C", "O", "C", "H", "H", "H", "H", "H", "H", "C"], "xyz": [[0.717, 4.997, -0.735], [2.714, -0.060, -5.088], [-1.508, -4.509, 2.538], [3.051, -4.395, 0.019], [3.240, -3.083, 3.012], [6.817, -3.293, 5.306], [2.086, 2.164, 1.353], [2.184, 8.354, -0.193], [-3.761, -0.048, 3.299], [-0.341, 2.357, 1.855], [-6.855, -3.552, -2.775], [6.525, -0.739, 5.099], [4.054, -1.434, -3.923], [8.913, -1.055, 3.596], [1.042, 6.105, 0.543], [-2.559, 2.245, 1.553], [-8.174, -0.869, 1.646], [5.182, -1.969, 2.792], [-6.743, -2.660, -1.556], [-7.815, -1.585, -1.702], [-7.770, -4.138, -2.917], [-6.901, -5.287, -0.207], [9.272, -2.611, 4.136], [-6.836, -2.959, -3.696], [-5.280, -1.339, -2.374], [3.284, -1.712, -3.197], [5.491, -0.696, 1.054], [-1.701, 2.153, -2.181], [-5.501, -0.672, 4.549], [-0.005, 2.477, 0.820], [-3.027, -3.980, 3.866], [-2.067, -0.062, -0.974], [4.349, 8.530, -3.782], [-9.092, -3.894, 1.019], [-2.445, 3.530, 0.491], [1.009, 5.194, -3.309], [4.419, -0.004, -5.559], [-6.407, 2.588, -3.993], [4.940, 0.184, 3.124], [3.803, -3.864, -6.323], [-2.256, -5.697, 5.418], [1.274, -1.288, -1.937], [1.881, 4.836, -3.071], [-4.342, -0.727, 4.324], [-0.171, -0.611, -2.358], [-3.599, 2.172, -5.176], [-2.323, -1.000, 2.089], [4.975, -1.623, 1.336], [-3.446, 2.145, -3.399], [7.540, -3.386, 6.115], [4.488, 4.753, -3.599], [1.306, 0.347, 0.585], [-7.990, -0.703, -0.477], [-5.755, -1.291, 1.568], [4.860, -0.941, -3.382], [8.607, -1.766, 4.369], [3.340, 7.223, -0.201], [-1.556, -0.443, 5.038], [-8.245, -3.762, 1.684], [6.669, -4.220, 4.750], [4.322, -3.201, 3.080], [4.599, -3.974, 2.356], [-0.928, 3.598, -1.506], [2.353, 5.094, -0.025], [3.404, 8.600, -1.952], [1.488, 5.672, -0.353], [5.254, -2.369, 0.586], [-6.235, 1.249, -4.267], [0.480, 7.306, -1.938], [-5.236, -2.991, 1.726], [6.588, -2.106, 3.096], [-6.090, -2.313, 1.774], [1.811, 6.610, -1.527], [0.538, -3.736, 2.991], [1.596, 6.631, -4.934], [-9.282, -1.812, 0.855], [2.925, 7.327, -5.688], [-8.758, -2.085, -1.959], [4.291, 5.626, -4.216], [-0.026, 3.557, 0.669], [1.142, -0.095, 1.577], [-6.252, -4.575, -0.169], [4.398, -2.693, -4.486], [-8.754, 0.062, -0.639], [-2.007, -6.785, 4.093], [-1.875, -5.747, 4.402], [5.821, -3.270, 5.760], [0.038, 7.874, -1.120], [7.119, -2.042, 4.475], [-1.602, -2.068, 4.226], [-7.090, 0.441, -4.384], [0.186, -0.304, -0.273], [3.627, -0.650, -5.178], [-7.299, -2.762, 0.951], [7.745, -2.726, 1.678], [1.966, -4.452, -3.222], [-3.276, 2.055, -0.057], [1.363, 1.866, 0.592], [-2.690, -0.413, -0.329], [2.604, 5.940, -2.548], [-2.111, -1.114, 4.384], [4.183, 7.792, -2.995], [2.295, -0.069, 0.375], [-7.785, -4.694, 2.019], [6.813, -0.617, 6.143], [-7.100, -0.073, -0.345], [4.579, -0.015, 5.593], [2.749, 9.376, -2.357], [0.695, -0.383, -1.723], [-5.161, 3.252, -4.058], [0.063, 2.222, -1.948], [-0.540, -5.223, 4.340], [-0.397, -4.418, 3.282], [3.495, -0.798, 3.515], [5.167, 6.096, -4.659], [3.282, -1.680, -6.081], [2.501, -6.558, -0.029], [-5.299, -2.047, -1.546], [-0.803, -2.217, -0.329], [1.419, -5.457, -1.278], [1.710, 2.209, -0.387], [-4.932, 0.954, -4.317], [-4.927, 3.836, -3.166], [-0.050, -1.699, 0.290], [-1.796, 0.374, 2.755], [7.215, -3.125, 2.377], [9.142, -1.417, 5.259], [1.211, 0.449, -2.198], [1.991, 8.202, -4.361], [3.735, 5.162, -5.041], [-0.285, 6.590, -2.250], [2.990, -3.948, -1.295], [-5.136, 3.985, -4.867], [-2.426, -0.474, 3.045], [2.708, 7.740, -0.935], [-0.528, -1.759, 1.265], [6.827, 0.131, 4.520], [-7.687, -1.048, -2.644], [-4.145, 2.130, -4.234], [-3.404, -5.306, 2.792], [-1.049, 0.463, -0.117], [-2.410, 2.437, 0.487], [2.116, -4.581, -2.035], [-2.602, -4.857, 3.368], [4.584, -0.760, 3.539], [-8.230, -1.525, 0.771], [-7.009, -3.406, -0.331], [-0.899, 2.506, -1.532], [-8.532, -3.302, 2.635], [4.111, 9.232, -1.400], [-6.072, -4.300, -2.924], [4.490, -1.745, 5.413], [4.987, -0.858, 5.025], [1.360, -5.475, 0.880], [5.122, 7.490, -2.536], [2.046, -5.572, 0.043], [2.455, 7.279, -4.707], [3.954, -1.360, 1.041], [0.725, -2.442, 0.095], [0.715, 8.047, -2.703], [-1.110, 1.922, -0.113], [-3.368, -1.466, 4.907], [3.312, 6.665, -3.599], [-5.156, -1.611, -0.560], [-4.577, -2.848, -1.690], [4.063, -4.743, 0.253], [-6.308, -2.186, 2.838], [2.894, -3.573, 0.719], [4.516, -3.689, 4.036], [3.796, -2.867, -5.692]], "forces_ev_per_angstrom": [[0.2, -0.4, 0.2], [0.2, 0.2, 0.4], [-0.6, 1.0, -1.1], [0.5, -1.0, 1.2], [0.1, 0.4, -0.1], [-0.9, -0.1, 0.5], [0.0, 0.3, -0.1], [-0.7, 0.1, -0.6], [-0.6, 0.6, -0.8], [0.1, -0.3, 0.1], [-0.1, -0.9, -1.4], [-1.5, -1.9, 0.2], [-0.7, -0.1, 0.0], [-0.7, 0.2, 0.0], [0.1, 0.7, -0.3], [0.2, -0.7, -0.1], [0.6, -0.1, 0.1], [-1.7, 0.3, -0.2], [1.1, -0.1, 0.1], [-0.9, -0.1, -0.4], [-0.3, 0.3, 0.7], [0.0, 0.1, -0.1], [-0.7, -0.5, -0.2], [0.2, 0.3, 0.2], [0.5, 0.2, 0.2], [-0.3, 0.7, -0.2], [0.4, -0.2, 0.2], [0.1, 0.0, -0.1], [0.0, -0.3, 0.8], [-0.4, -0.1, 0.2], [0.2, 0.2, -0.2], [0.2, 0.2, 0.3], [0.6, -0.4, -0.3], [-0.1, -0.4, 0.2], [0.1, 0.0, -0.6], [0.1, -0.2, -0.2], [0.1, -0.3, -0.2], [-0.3, -0.6, -0.2], [0.0, 0.0, -0.1], [-0.2, -0.3, -0.2], [0.1, 0.4, 0.0], [0.4, 0.1, 0.6], [-0.2, 0.3, -0.1], [1.1, 0.3, -1.4], [-0.1, 0.4, 0.0], [0.2, 0.3, 0.1], [-0.6, -1.0, 0.6], [0.2, 0.7, -1.9], [-0.1, -0.6, 0.0], [0.1, -0.3, -0.1], [0.4, 0.5, 0.5], [-0.5, -0.6, 1.0], [0.7, 0.5, -0.4], [0.1, -0.1, -0.7], [0.3, -0.4, -0.2], [2.4, -0.6, -0.3], [0.9, 0.0, -0.7], [-0.1, -0.1, 0.2], [1.1, 0.6, 0.9], [1.0, 0.1, -0.4], [0.4, -1.4, 0.0], [0.0, 0.0, 0.0], [-0.1, 0.0, 0.0], [0.1, -0.1, -0.2], [0.8, 0.6, 0.8], [-0.4, -1.0, -0.8], [0.3, -0.2, 0.4], [0.2, 0.5, 0.6], [0.5, -0.3, -0.5], [0.0, -0.1, -0.3], [0.7, 1.5, 0.0], [0.5, 0.2, 0.8], [-0.1, 2.1, 1.8], [0.2, -0.4, 0.4], [0.1, -0.2, 0.2], [0.0, -0.4, -0.6], [0.5, 0.6, 0.3], [-0.1, -0.3, 0.6], [-1.4, -0.4, -1.2], [0.3, 0.0, 0.0], [-0.1, 0.7, 0.4], [0.6, 0.1, 0.0], [0.8, -0.6, -0.1], [-0.3, -0.3, 0.1], [1.0, -0.1, -0.1], [-1.1, 0.0, -0.6], [0.2, 0.6, 0.3], [0.2, -0.2, 0.3], [0.1, 0.9, -0.3], [0.4, 0.3, 0.3], [-0.5, 0.2, -0.1], [1.9, 0.7, -0.3], [-0.8, 0.1, 0.7], [-1.0, -0.1, 0.3], [-0.1, 0.4, 0.2], [0.0, 0.3, 1.2], [0.0, 0.1, 0.0], [-0.2, -0.2, -0.4], [-0.2, -0.1, -0.3], [-0.5, -0.2, 0.9], [1.1, -1.1, -1.1], [-1.4, 1.0, 0.5], [-0.1, 0.0, -0.7], [0.1, -0.1, -0.5], [0.4, -0.1, -0.1], [0.3, -0.3, 0.0], [-0.2, 0.0, -0.1], [-0.4, -0.5, -0.4], [-1.2, -1.4, -1.2], [0.6, 0.7, -0.2], [0.0, -0.1, 0.0], [0.4, -0.4, 0.9], [-0.3, -0.2, -0.5], [0.0, 0.0, -0.5], [0.2, 0.0, 0.3], [-0.2, -0.2, -0.9], [0.2, 0.1, 0.7], [-1.3, -0.5, -0.1], [-0.3, 0.5, -0.2], [-0.3, 0.1, 0.9], [0.3, 0.0, 0.1], [0.3, -0.2, 0.2], [-0.5, -0.3, 0.3], [-1.5, -1.3, -1.7], [-0.1, 0.4, 0.8], [-0.3, -1.1, -0.1], [-0.9, 0.2, 0.4], [0.1, 0.3, 0.6], [0.3, 0.3, -0.4], [0.2, 0.0, -0.2], [0.0, 0.1, -0.3], [1.4, 1.7, -0.5], [-0.3, -0.3, -0.2], [0.2, 1.1, -0.3], [-0.3, -0.8, 1.0], [0.8, 0.3, 0.4], [0.2, 0.0, 0.0], [0.7, 0.4, 0.3], [0.4, 0.3, -0.6], [0.3, -0.3, -0.1], [-0.7, -0.1, 1.0], [-0.8, 0.1, 0.0], [-1.1, -1.2, -1.5], [-0.1, -0.2, 1.2], [0.5, -0.3, 1.6], [-0.4, 0.4, 0.1], [-1.6, 0.4, -0.2], [-0.4, 0.0, 0.3], [-0.4, 0.1, -0.2], [0.2, -0.1, -0.1], [0.3, 0.2, 0.5], [0.6, -0.2, 0.4], [0.0, 1.6, -0.7], [-0.4, -0.2, -0.3], [0.0, -0.5, -0.2], [0.2, 0.5, -1.1], [-1.4, -0.8, 0.2], [-0.3, -0.3, 0.7], [0.7, 0.6, 0.8], [-0.4, -0.2, -0.3], [1.3, 0.7, -0.1], [-1.2, -0.1, 1.0], [1.8, -0.3, -0.3], [0.3, 0.4, -0.2], [0.1, 0.1, 0.0], [0.0, 0.0, -0.3], [-0.5, -0.5, 0.0], [-0.6, -0.1, -0.2], [0.0, 0.3, 0.2], [0.8, 0.8, 0.6]], "smiles": "CC1(C)CCCC(C)(C)N1O.CC1(C)CCCC(C)(C)N1O.CC1(C)CCCC(C)(C)N1O.CC1(C)CCCC(C)(C)N1O.O=C1OCCO1.O=C1OCCO1.O=C1OCCO1.O=C1OCCO1.O=C1OCCO1", "orbital_gap_ev": 8.00, "charge": 0}